# 1
Molecular formula: C31H34ClIrN2O4P
Method: DFT, ωB97M-V/def2-TZVPD

Summary:
HOMO-LUMO gap   6.24 eV
E_HOMO   -10.0 eV
Charge   +1

CARTESIAN COORDINATES (ANGSTROEM)
Ir 0.29254 -0.49168 -0.36122
Cl -3.25635 -6.75048 0.73179
P -0.41627 1.10109 -2.10299
O 1.06603 -0.74239 1.87844
O -3.70999 2.80824 4.06959
O -1.51588 -1.37184 -0.68934
O -0.81893 0.94819 0.84925
N 2.24018 0.10037 -0.43355
N 1.17054 -2.33846 -0.41604
C 4.79675 -3.12890 0.00978
C 0.85384 1.63477 -3.31905
C -1.07840 1.12228 2.09521
C -0.54675 1.17627 4.48032
C -1.36677 -4.90696 0.24345
C 0.50793 -3.43761 -0.12827
C 0.93446 -0.09294 2.92501
C 2.55784 -2.26004 -0.30828
C -1.69297 1.86916 4.74578
C -4.70559 3.05917 3.09544
C -2.59359 2.16604 3.70071
C -1.76618 0.39487 -3.12411
C 2.06044 -0.21549 3.92261
C 4.06705 1.61846 -0.20822
C -0.90614 3.93606 -2.23868
C -0.20847 0.74809 3.18323
C -1.83987 -2.57479 -0.36928
C -2.70642 -5.17289 0.31022
C 4.49095 -0.74600 -0.11763
C -2.43264 1.36515 -4.09624
C 2.71376 1.33903 -0.37292
C 5.32866 -1.86323 0.04201
C -0.88856 -3.62113 -0.09906
C -3.21368 -2.90609 -0.29986
C -3.64279 -4.16309 0.02998
C -2.28494 1.79857 2.40990
C -1.08827 2.66888 -1.40540
C 3.43070 -3.33473 -0.17257
C 1.54240 0.45206 -3.99528
C 3.09991 -0.94736 -0.29463
C 4.96149 0.58294 -0.09113
H 2.33742 -1.26504 4.01457
H 6.38931 -1.71267 0.18592
H 5.44495 -3.98549 0.13441
H 4.40496 2.64362 -0.17887
H 0.36517 2.26901 -4.05872
H -1.38205 3.86932 -3.21488
H 1.98783 2.13651 -0.45833
H 1.58897 2.24737 -2.79419
H 2.34542 0.80148 -4.64250
H 2.92346 0.30848 3.50593
H -2.92426 2.18056 -3.56848
H -1.72048 1.78598 -4.80537
H 0.84143 -0.11211 -4.60884
H -2.49844 -0.00277 -2.41946
H -5.08875 2.12659 2.67459
H -4.33006 3.69371 2.28910
H 6.02065 0.76743 0.02467
H 1.84514 0.19521 4.90113
H 0.14589 4.17505 -2.38507
H -1.36171 4.76851 -1.70345
H -0.65922 -5.69870 0.45081
H -0.61904 2.79948 -0.42926
H -2.14552 2.47388 -1.21565
H 1.08761 -4.30261 0.17646
H -3.92157 -2.11473 -0.50149
H -2.94027 2.01936 1.57963
H -5.50351 3.57731 3.61950
H 3.05963 -4.34760 -0.21297
H -1.94993 2.18113 5.74740
H 1.96572 -0.22561 -3.25287
H -3.19259 0.83470 -4.66774
H -1.34672 -0.46137 -3.65710
H -4.70000 -4.38110 0.07841
H 0.09455 0.93156 5.31374

# 2
Molecular formula: C31H34F5N5O2PbSe
Method: DFT, ωB97M-V/def2-TZVPD

Summary:
HOMO-LUMO gap   7.55 eV
E_HOMO   -13.7 eV
Charge   +2

CARTESIAN COORDINATES (ANGSTROEM)
Pb 1.11266 -0.30076 1.54470
Se 0.74552 -1.98816 -1.75922
F -1.80411 -6.49344 -4.75179
F 0.44002 -4.95966 -0.96328
F -0.72217 -6.96358 -2.32636
F -0.57525 -2.00244 -4.51182
F -1.73807 -4.02651 -5.84448
O -0.81058 -1.35201 -1.02592
O -0.66085 0.47147 -2.31893
N 2.11383 1.22882 3.23146
N 2.82497 0.34740 -0.10696
N -0.75730 1.06340 2.70265
N 3.54072 -0.65642 2.12950
N 0.64477 1.76057 0.28734
C -2.64576 0.17023 -1.00703
C 1.23093 1.95383 -0.82866
C -5.21063 0.90604 -0.10671
C -2.62336 -1.66818 0.84475
C -0.36308 2.69079 0.80438
C 1.16101 2.17378 3.86416
C -3.33847 1.24713 -1.62085
C -1.31184 -0.18718 -1.54536
C 2.99978 0.91774 -2.38714
C -1.19497 -4.23809 -4.65515
C 2.37415 1.02222 -1.15309
C 3.94458 -0.37727 -0.14791
C -4.50958 -0.12945 0.49456
C -1.35957 2.01065 1.74213
C -0.24410 1.58975 3.98083
C 4.41239 -0.82568 1.22378
C -0.67341 -5.74641 -2.84812
C 3.72395 -0.71036 3.56344
C -0.07788 -4.70788 -2.16178
C -0.59001 -3.21091 -3.96196
C 0.95305 3.05429 -1.80002
C 4.61815 -0.53916 -1.34583
C 4.11245 0.09661 -2.47890
C -3.24751 -0.52463 0.07200
C 3.07001 0.56989 4.16832
C -0.02331 -3.42719 -2.70648
C -4.60030 1.58103 -1.15555
C -1.23162 -5.50605 -4.09373
C -6.59356 1.27924 0.34474
C 5.81884 -1.29694 1.44353
C -2.80919 2.06085 -2.77862
H -1.87023 2.55557 -2.53313
H -3.54029 2.81876 -3.05193
H 1.50377 2.45753 4.86013
H -1.92490 2.79335 2.25713
H -5.13080 2.39553 -1.63626
H -0.22425 0.75353 4.68295
H 2.67122 1.75418 2.56517
H -1.63710 -1.41489 1.23799
H 2.53641 0.31650 5.08242
H 5.81597 -2.29990 1.87252
H 1.88430 3.44001 -2.21410
H 1.13583 3.08280 3.26554
H -3.26668 -1.92935 1.68228
H 0.40055 3.87807 -1.36219
H 3.85218 1.28182 4.43323
H -7.32982 0.94603 -0.38920
H 4.76650 -0.77284 3.87308
H -2.61297 1.43768 -3.65065
H -2.06616 1.43668 1.14052
H -6.69574 2.36080 0.43453
H 0.16550 3.49091 1.32802
H 3.21576 -1.60036 3.94065
H 5.51694 -1.13561 -1.41448
H 0.36648 2.63609 -2.62493
H 6.32753 -0.64056 2.15177
H -4.96902 -0.66218 1.31935
H -0.90736 2.35245 4.39898
H -2.49655 -2.55572 0.22772
H 2.63002 1.44821 -3.25369
H -0.93937 3.15406 0.00497
H -1.47685 0.38246 2.92220
H -6.84066 0.82264 1.30103
H 4.61258 -0.02812 -3.43030
H 6.40190 -1.31351 0.52806

# 3
Molecular formula: C31H34IN2O2PTl
Method: DFT, ωB97M-V/def2-TZVPD

Summary:
HOMO-LUMO gap   5.66 eV
E_HOMO   -3.8 eV
Charge   -1

CARTESIAN COORDINATES (ANGSTROEM)
Tl -0.53530 0.20736 0.79235
I -3.87014 -0.18309 -5.92971
P 2.11543 1.22302 -0.71050
O 0.54060 4.42595 0.62593
O 0.38988 2.37158 1.54333
N -2.52365 -0.94731 -1.92176
N 0.76729 -1.42489 2.19425
C 5.46725 1.63660 -3.09973
C 1.21403 -2.54001 4.37476
C 4.18811 1.79180 -2.58803
C 0.92886 3.27352 0.82570
C -1.93579 -2.13846 -2.00624
C 4.67066 0.16703 -0.88907
C 1.11697 -3.46004 -0.82674
C -2.39664 -2.30541 -4.34208
C 0.45381 2.82611 -2.39697
C 0.62428 -2.52309 1.41202
C -0.09981 -3.72147 1.66712
C 0.35440 -4.59864 -0.54148
C 2.25906 2.85487 0.12949
C -3.00026 -1.06305 -4.25028
C -3.03667 -0.41174 -3.02221
C 1.09703 1.61039 -2.18471
C -1.05236 -1.50639 3.93655
C 0.05745 0.73450 -4.18978
C -0.37709 2.99124 -3.50156
C -1.84903 -2.85149 -3.19341
C 0.96243 -0.09453 4.16191
C 3.77674 1.06119 -1.47413
C -1.03217 -5.95836 1.05387
C -0.57139 1.95663 -4.40384
C 5.95550 0.01457 -1.39627
C 1.82763 -3.34597 -2.15202
C 0.87303 0.56396 -3.08427
C 6.35518 0.74900 -2.50255
C -0.23948 -4.72052 0.71073
C 0.45469 -1.43651 3.62148
C 1.22993 -2.45823 0.11488
H 0.50543 0.73972 3.62479
H -0.58602 -3.87678 2.61975
H -0.52315 -6.54665 1.82137
H 1.13412 -3.10740 -2.96411
H -0.10216 -0.09048 -4.87447
H 3.49549 2.47964 -3.06092
H 0.26111 -5.39685 -1.27180
H 7.35360 0.62742 -2.90404
H -1.50463 -2.53787 -1.09344
H 5.77324 2.20886 -3.96701
H -1.22158 -1.47807 5.01737
H 6.63969 -0.68360 -0.93018
H 4.34920 -0.41678 -0.03285
H 0.90350 -3.54345 4.08887
H 3.01153 2.71340 0.90968
H -1.36880 -3.82105 -3.21113
H 1.06593 -2.43267 5.45370
H -2.01893 -5.70015 1.44365
H -0.87897 3.93977 -3.64911
H -3.49596 0.56597 -2.92568
H -1.22176 2.09150 -5.25873
H 2.59911 3.63580 -0.55169
H -1.16949 -6.59537 0.17922
H 1.84521 -1.59035 -0.09094
H 0.57216 3.64247 -1.69375
H 1.33829 -0.39963 -2.90650
H -1.52822 -2.40347 3.54272
H 2.04083 -0.01988 4.01018
H 2.32674 -4.28252 -2.40982
H 2.28096 -2.44759 4.16211
H 0.74529 0.01026 5.22924
H 2.58685 -2.56368 -2.12234
H -1.56099 -0.64210 3.50101
H -2.35608 -2.83292 -5.28616